Record 1
Computed, not measured: a structure of composition C42H44IrN6O4S, with ωB97M-V with the def2-TZVPD basis set.

The calculation puts the frontier orbital gap (alpha / beta) at 4.853 / 2.996 eV. Its spin multiplicity is 6. The total energy is -75031.60941 eV. The total charge is +4.

Atoms and positions in Å:
H (2.64, 3.48, 3.46)
H (-0.62, -3.58, -2.08)
N (-0.71, -1.55, -1.77)
C (-5.20, 0.16, 0.68)
H (-3.30, 7.01, -0.29)
H (-2.95, -3.55, 0.82)
H (-1.72, 3.14, -3.10)
O (6.17, -0.40, -4.71)
O (0.09, 1.88, 0.20)
H (-1.81, -4.03, 5.61)
H (-2.35, 1.12, 3.11)
C (4.01, 0.39, -4.27)
H (6.16, 1.03, -6.79)
C (-2.04, -3.94, 4.56)
N (0.71, 2.85, 3.16)
H (2.00, 3.82, 1.85)
H (3.59, -4.17, 1.92)
H (-2.32, -2.45, -2.78)
C (2.22, 1.50, -3.16)
H (2.25, -1.61, -2.21)
C (-1.20, 3.43, -1.06)
N (1.87, 0.39, -2.52)
O (1.00, -0.89, 0.30)
H (1.64, 2.39, -2.96)
N (2.32, -0.52, 2.56)
C (-0.74, 3.78, 1.34)
C (-2.23, 6.96, -0.07)
H (2.69, -6.68, -0.64)
H (3.96, -1.76, 2.52)
C (2.71, 1.81, 2.10)
C (5.29, 0.33, -5.11)
H (1.32, -0.43, 2.31)
O (-0.58, -0.43, 2.51)
C (-1.32, 2.61, -2.23)
C (-0.19, -2.73, -1.56)
H (-3.93, -1.45, 0.06)
H (-6.25, 1.84, 1.49)
C (-3.03, -0.23, 1.60)
C (-2.78, -4.91, 3.91)
C (2.38, -2.54, 1.25)
H (-1.02, -2.06, 4.35)
H (0.94, -5.11, -1.30)
C (2.33, -4.80, 0.30)
H (-2.69, -1.03, -1.78)
C (-1.60, -2.82, 3.86)
H (-4.45, 2.45, 3.06)
C (2.79, -6.19, 0.33)
C (-1.72, 4.73, -1.12)
H (-6.01, -0.12, 0.02)
C (3.63, -0.77, -3.61)
H (2.40, 0.89, 4.07)
H (-2.12, 5.11, -2.05)
H (-3.76, -5.50, 2.09)
C (2.04, 3.07, 2.64)
C (-1.37, 5.01, 1.24)
C (2.84, -3.86, 1.21)
C (-1.94, -0.59, -3.75)
H (-3.05, -5.82, 4.44)
H (2.10, 1.44, 1.27)
N (5.33, 1.08, -6.20)
H (3.68, 2.10, 1.69)
C (2.95, -1.59, 2.16)
C (-1.97, -2.68, 2.53)
N (-1.07, 1.34, -2.36)
C (-4.32, 1.61, 2.40)
C (0.87, -3.07, -0.65)
H (4.55, 1.62, -6.55)
C (-1.20, 0.75, -3.68)
C (1.38, -2.10, 0.29)
C (1.34, -4.38, -0.61)
C (-0.56, 2.97, 0.15)
H (3.96, 0.50, 3.34)
H (4.17, -1.69, -3.76)
C (-0.43, 3.28, 2.67)
C (-3.15, -4.76, 2.58)
C (2.55, -0.72, -2.74)
C (-4.03, -0.59, 0.71)
H (3.80, -6.28, 0.70)
H (-1.51, -1.16, -4.57)
H (0.68, 2.51, 4.11)
H (2.17, -6.78, 1.02)
C (-1.97, -1.46, -2.49)
C (-2.71, -3.65, 1.87)
S (-1.49, -1.17, 1.63)
C (-5.34, 1.26, 1.52)
H (3.54, 2.50, -4.50)
H (-0.18, 0.61, -4.06)
H (-2.05, 7.51, 0.85)
Ir (-0.11, 0.20, -0.99)
C (2.90, 0.67, 3.12)
C (-1.77, 5.57, 0.01)
H (-1.76, 7.49, -0.91)
H (-2.99, -0.40, -4.01)
H (-1.26, 3.32, 3.36)
C (3.29, 1.56, -4.04)
H (-1.70, 1.44, -4.36)
C (-3.15, 0.88, 2.42)
H (-1.52, 5.60, 2.13)

Record 2
Computed, not measured: a structure of composition C29H42BrFeN4O2SSi4Te, with ωB97M-V with the def2-TZVPD basis set.

The calculation puts the frontier orbital gap (alpha / beta) at 6.286 / 6.336 eV. Its spin multiplicity is 5. The total energy is -194886.05982 eV. The total charge is -1.

Atoms and positions in Å:
Si (1.90, -0.90, -0.72)
N (-1.94, 2.35, 1.03)
C (-1.81, 3.88, -1.22)
H (3.13, -3.52, -3.04)
S (-2.50, -0.07, 2.29)
C (2.74, -3.96, -2.12)
H (-0.30, 4.05, 4.46)
C (2.69, -3.83, 0.93)
Fe (-2.44, -0.48, -0.08)
C (1.20, -0.53, 2.66)
Si (2.45, 0.41, -2.57)
C (-5.05, -1.17, -1.75)
H (4.94, 0.37, -2.31)
N (-1.45, 2.25, 3.19)
O (-5.90, -0.37, -2.09)
C (-6.35, -4.29, -3.42)
N (-2.20, 1.74, -0.03)
H (0.58, 2.17, 0.71)
H (5.32, -2.00, 0.23)
H (3.19, -4.95, -2.00)
H (-1.57, 0.62, 4.35)
H (3.20, -1.37, -4.15)
C (-5.35, -5.22, -3.17)
H (0.93, 4.99, 6.39)
H (4.37, -0.64, 1.95)
N (-1.36, 1.61, 4.36)
C (5.00, -2.59, -0.63)
C (-0.46, 1.41, 6.57)
Br (-7.88, -4.82, -4.41)
H (-2.72, 0.84, -2.40)
H (2.51, 0.00, -5.02)
Si (2.15, 0.30, 1.28)
H (0.38, 1.33, 8.53)
C (-6.25, -2.98, -2.97)
Si (3.13, -2.88, -0.63)
O (-4.00, -0.89, -1.05)
H (1.35, 2.33, -3.69)
C (-4.24, -4.83, -2.44)
C (-1.77, 4.58, -2.41)
C (1.61, 2.09, 1.07)
C (-5.13, -2.60, -2.24)
H (1.64, -1.50, 2.89)
H (1.66, 2.61, 2.03)
H (1.60, -3.86, 1.06)
H (-1.58, 4.37, -0.28)
H (5.31, -2.06, -1.54)
H (-0.85, 0.39, 6.61)
H (4.58, 0.82, 0.98)
C (3.97, 0.36, 1.76)
C (2.40, -0.63, -4.13)
H (2.26, 2.60, 0.36)
C (-0.66, 2.17, 5.41)
H (-7.02, -2.25, -3.16)
H (5.53, -3.55, -0.60)
H (4.25, 1.80, -1.54)
H (-5.45, -6.23, -3.54)
H (0.16, -0.68, 2.39)
C (1.21, 1.80, -2.75)
C (-2.15, 2.53, -1.22)
C (-2.06, 3.94, -3.61)
H (-2.64, 2.09, -4.54)
C (-1.94, 1.58, 2.20)
C (0.23, 1.93, 7.64)
H (3.06, -4.85, 0.89)
C (-2.41, 2.60, -3.61)
H (0.19, 1.40, -2.73)
H (1.66, -4.08, -2.23)
C (-2.45, 1.89, -2.42)
H (4.42, 1.74, -3.30)
C (4.18, 1.15, -2.41)
H (1.30, 2.53, -1.93)
H (1.23, 0.08, 3.57)
Te (-0.42, -1.71, -1.24)
H (1.45, -1.16, -4.20)
H (4.09, 0.95, 2.67)
C (-4.13, -3.52, -1.98)
C (0.54, 3.98, 6.45)
H (-2.03, 4.49, -4.54)
H (-1.50, 5.63, -2.41)
H (1.27, 3.64, 8.44)
H (-3.45, -5.54, -2.24)
H (3.12, -3.35, 1.81)
C (-0.15, 3.47, 5.36)
H (-3.25, -3.22, -1.42)
C (0.73, 3.23, 7.60)

Record 3
Computed, not measured: a structure of composition C30H42NV, with ωB97M-V with the def2-TZVPD basis set.

The calculation puts the frontier orbital gap (alpha / beta) at 5.085 / 5.279 eV. Its spin multiplicity is 2. The total energy is -58953.37126 eV. The value obtained for the energy relative to the best compared isomer or geometry (same formula, charge and spin) is 4.18 kcal/mol. The total charge is +1.

Atoms and positions in Å:
C (0.94, -0.16, -3.10)
H (2.40, 0.13, -1.52)
C (-1.79, -0.29, 1.19)
H (-2.73, 1.77, -2.27)
C (1.42, -3.39, 4.32)
C (-1.20, 0.87, 1.81)
C (1.73, -1.03, 4.90)
H (-0.53, 3.87, 0.24)
H (-1.24, -1.94, 2.44)
H (-2.93, -1.42, 2.61)
C (3.58, 2.04, 1.90)
H (4.27, -1.13, 2.89)
H (-0.76, -4.27, 0.94)
C (1.73, 0.56, 1.33)
H (0.55, -1.62, 2.43)
C (-0.18, -2.35, -1.65)
C (-0.84, 3.36, 1.16)
H (-2.75, -1.79, -0.96)
H (-3.08, 3.07, -1.12)
H (-1.67, 3.93, 1.60)
H (0.10, 1.59, 3.35)
H (2.16, -1.35, 5.86)
H (5.29, 1.12, 2.85)
C (-1.65, -4.64, -0.98)
H (-4.12, -0.67, -0.74)
C (-2.11, -1.55, 1.89)
H (1.73, -4.16, 3.61)
C (-0.99, -3.90, -0.03)
C (0.93, 1.71, -1.54)
H (2.19, -0.09, 4.59)
H (-0.82, -2.82, -3.77)
H (-1.61, 1.52, 3.81)
H (-0.31, 1.08, -4.20)
H (-0.81, -0.57, -4.42)
C (-3.06, -0.74, -1.02)
H (-1.47, 2.94, -1.83)
H (4.00, 3.05, 1.88)
H (-2.98, -0.43, -2.07)
C (3.69, -0.28, 2.50)
C (2.30, 1.83, 1.35)
H (1.26, -1.88, -4.55)
H (1.78, -3.63, 5.32)
H (-0.01, 3.40, 1.87)
C (4.29, 0.98, 2.45)
C (-0.78, -2.64, -0.33)
C (1.65, -1.71, 2.46)
H (2.47, -1.80, -3.27)
C (-0.83, 1.01, 3.25)
H (-0.67, 0.03, 3.71)
H (0.28, 2.28, -2.22)
H (2.41, -0.60, -4.52)
C (-1.23, 1.95, 0.87)
C (-0.83, -3.01, -2.70)
H (1.58, 2.39, -0.97)
C (-2.32, 2.36, -1.45)
V (-0.17, 0.36, 0.05)
C (1.39, 0.43, -1.91)
H (-2.19, -5.56, -0.75)
C (-1.63, -4.14, -2.28)
C (2.36, -0.45, 2.07)
H (-2.40, -2.33, 1.17)
C (-2.22, 0.09, -0.13)
H (-2.23, -4.64, -3.06)
C (-1.89, 1.48, -0.32)
H (0.87, -1.75, -2.14)
C (1.82, -1.17, -3.91)
H (-1.24, 0.31, -2.95)
N (2.02, -2.09, 3.90)
H (3.04, -2.22, 3.90)
H (1.92, -2.57, 1.84)
H (0.65, -0.91, 5.01)
H (0.32, -3.29, 4.31)
C (-0.43, 0.16, -3.68)
H (1.78, 2.69, 0.92)

Record 4
Computed, not measured: a structure of composition C40H39N6OPPb, with ωB97M-V with the def2-TZVPD basis set.

The calculation puts the frontier orbital gap at 5.318 eV. The total energy is -67594.12020 eV. The value obtained for the energy relative to the best compared isomer or geometry (same formula, charge and spin) is 171.58 kcal/mol. The total charge is +4.

Atoms and positions in Å:
N (-0.67, 1.82, -1.12)
C (-0.93, -4.12, -3.76)
H (2.47, 3.37, 0.66)
P (-0.56, -2.08, -0.19)
C (-4.39, -0.44, 0.38)
C (1.39, -4.05, -3.13)
H (0.04, 3.54, 1.01)
C (-4.11, 2.82, 0.18)
H (-1.70, -4.43, -4.46)
O (-2.74, 3.49, 0.17)
C (0.26, 1.31, 2.41)
C (1.80, 3.12, -0.17)
C (4.52, 0.24, -0.39)
C (-4.78, 2.45, -1.10)
H (2.43, -4.31, -3.31)
H (1.73, 2.03, -0.21)
H (-2.45, 2.15, -3.49)
C (5.36, 0.71, 0.62)
H (-2.38, 2.23, 2.79)
H (-5.00, -3.76, 0.54)
H (-5.85, 2.61, -1.06)
H (2.41, -1.13, 2.81)
H (1.81, -3.19, -1.21)
H (6.69, 0.46, -2.94)
C (-5.11, -1.62, 0.54)
C (-2.38, 0.93, -0.19)
N (-0.96, 1.07, 0.20)
C (6.29, 0.54, -1.94)
C (7.11, 1.02, -0.91)
N (-2.13, 1.91, 1.86)
H (-2.32, -3.17, -2.44)
H (4.91, 0.89, 2.71)
H (-1.29, -1.82, 2.59)
H (7.30, 1.48, 1.19)
C (1.05, -3.35, -1.98)
C (-0.31, -3.19, 1.23)
H (0.08, -5.49, 4.31)
H (1.51, 5.59, 0.61)
H (0.64, -4.80, 0.13)
H (-2.51, 4.03, -1.85)
C (0.45, 3.80, 0.03)
Pb (1.43, -0.46, -1.25)
H (-2.59, -3.80, 0.14)
H (0.93, 2.17, 2.39)
C (-0.03, -4.84, 3.45)
C (-2.35, -1.67, -0.02)
C (-0.63, -3.59, 3.59)
H (0.82, 5.69, -1.00)
H (-4.74, 3.34, 0.89)
H (2.52, 0.51, 3.41)
H (4.37, -0.25, -2.51)
C (-3.03, -0.43, 0.06)
H (-4.95, 1.82, -3.07)
H (8.13, 1.32, -1.14)
N (3.28, -0.09, 0.18)
C (-1.28, -3.41, -2.61)
C (-4.46, -2.83, 0.41)
H (-0.14, 1.27, 3.43)
C (0.43, -5.26, 2.21)
C (0.40, -4.44, -4.02)
H (-6.16, -1.57, 0.78)
C (-4.26, 1.97, -2.25)
C (-0.92, 1.55, 1.49)
C (-0.56, 3.34, -1.04)
C (2.32, -0.08, 2.51)
H (-4.93, 0.48, 0.51)
C (-0.30, -3.03, -1.71)
N (0.95, 0.10, 2.00)
C (-1.92, 4.05, -0.95)
H (2.27, 3.47, -1.08)
H (-1.77, 5.08, -0.67)
C (-0.77, -2.77, 2.48)
C (-2.92, 2.05, 0.66)
C (0.30, -4.44, 1.09)
H (0.87, -6.24, 2.10)
H (-0.20, 5.88, 0.44)
N (4.58, 0.67, 1.78)
H (0.66, -5.00, -4.91)
C (0.64, 5.33, 0.01)
C (-2.82, 1.81, -2.53)
H (-1.01, -3.28, 4.55)
C (4.99, 0.14, -1.70)
C (6.66, 1.12, 0.39)
C (-3.10, -2.84, 0.17)
C (3.37, 0.18, 1.48)
C (-2.02, 1.45, -1.54)
H (0.41, -0.70, 2.27)
H (-0.15, 3.61, -2.01)

Record 5
Computed, not measured: an isolated molecule of C12H13NO2, with ωB97M-V with the def2-TZVPD basis set.

The calculation puts the frontier orbital gap at 7.857 eV. Its SMILES is CO\C(O)=N/C=C\C=C\c1ccccc1. The total energy is -18236.22792 eV. The value obtained for the energy relative to the best compared isomer or geometry (same formula, charge and spin) is 117.02 kcal/mol.

Atoms and positions in Å:
C (2.16, 0.14, -1.04)
H (2.27, 1.61, 3.86)
H (0.26, 2.93, 0.16)
H (-1.00, -2.51, 0.52)
C (1.52, 1.65, 0.68)
H (-0.58, 1.19, 1.35)
C (-2.41, 0.16, -2.04)
C (1.75, 1.27, 3.04)
O (2.23, 0.58, 0.29)
H (-1.78, -3.05, -1.86)
N (1.49, 2.09, 1.93)
C (-0.36, 0.20, 1.12)
H (1.21, -0.42, 4.07)
C (-1.34, -1.70, -0.12)
H (1.99, 0.90, -1.74)
C (-1.90, -2.08, -1.34)
C (-1.85, 0.55, -0.83)
H (-1.79, 1.58, -0.59)
H (1.50, -0.68, -1.28)
C (-2.28, -1.16, -2.32)
C (0.24, -0.52, 2.06)
C (0.99, 0.11, 3.18)
C (-1.24, -0.34, 0.09)
H (-2.67, -1.60, -3.25)
O (0.97, 2.35, -0.26)
H (3.25, 0.00, -1.34)
H (-2.46, 0.84, -2.85)
H (0.31, -1.65, 1.92)